ORCA calculation (the ωB97M-V functional and the def2-TZVPD basis) on a cluster of 2 separate species, C3H7O2P in total in a non-equilibrium geometry.

Output
Max |F| ... 3.0 eV/Å
Relative energy (zero: lowest compared OMol25 entry of this formula, charge and spin) ... 253.2 kJ/mol
SMILES ... CCC=O.O=P
Total energy ... -610.2616 a.u.
LUMO level ... -1.3 eV
Total charge ... 0
HOMO energy ... -9.68 eV

Last column: Löwdin charge in e.
Atoms and positions in Å:
P1 2.65601 -0.00330 0.10014  0.848
O1 -0.64116 1.82072 -0.17365  0.032
O2 2.93299 0.48096 -1.26689  -0.515
C1 -0.87980 1.08768 0.74421  -0.316
C2 -0.66173 -0.34660 0.50165  -0.235
C3 -1.28923 -0.80612 -0.89167  -0.056
H1 3.69534 0.37013 1.05828  -0.132
H2 -1.40360 0.06463 -1.45607  0.039
H3 -2.17910 -1.34614 -0.77422  0.045
H4 -1.01868 1.49603 1.77030  0.123
H5 -0.60500 -1.44192 -1.47778  0.078
H6 -1.03684 -0.91638 1.43958  0.130
H7 0.43081 -0.45969 0.42613  -0.042

ORCA calculation (the ωB97M-V functional and the def2-TZVPD basis) on a cluster of 2 separate species, C3H7O2S in total in a non-equilibrium geometry.

Output
Max |F| ... 1.0 eV/Å
Relative energy (zero: lowest compared OMol25 entry of this formula, charge and spin) ... 114.8 kJ/mol
Total energy ... -667.1995 a.u.
LUMO level ... 3.7 eV
Total charge ... -1
HOMO energy ... -2.67 eV

Last column: Löwdin charge in e.
Atoms and positions in Å:
S1 -0.89047 -2.11464 1.99750  0.076
O1 0.78808 -0.66803 -2.86145  -0.082
O2 0.70700 1.59180 -0.67096  -0.009
C1 0.03937 -0.79270 1.16982  -0.799
C2 -0.04634 1.46790 0.28361  -0.288
C3 -0.89639 0.27016 0.53607  -0.285
H1 -1.74853 0.47843 1.19093  0.083
H2 0.64275 -0.31466 1.94700  0.031
H3 0.67029 -1.16371 0.36852  0.025
H4 -1.34324 -0.09879 -0.37953  0.100
H5 0.05538 2.21869 1.09394  0.114
H6 0.95200 0.25319 -2.62001  0.008
H7 1.07008 -1.12764 -2.05545  0.026

ORCA calculation (the ωB97M-V functional and the def2-TZVPD basis) on a cluster of 2 separate species, C3H7O2S in total in a non-equilibrium geometry.

Output
Max |F| ... 4.0 eV/Å
Relative energy (zero: lowest compared OMol25 entry of this formula, charge and spin) ... 200.1 kJ/mol
Total energy ... -667.1671 a.u.
LUMO level ... 3.9 eV
Total charge ... -1
HOMO energy ... -2.95 eV

Last column: Löwdin charge in e.
Atoms and positions in Å:
S1 -1.97730 0.78754 -0.28412  0.189
O1 2.69805 -0.66325 1.03761  -0.013
O2 -1.52771 -1.62188 -1.92947  -0.287
C1 -0.16599 1.12666 0.01757  -0.713
C2 0.42978 0.39612 1.20964  -0.254
C3 1.51940 -0.63586 0.73784  -0.258
H1 -2.33501 -1.00357 -2.25766  0.050
H2 0.31991 0.94331 -0.93120  0.028
H3 -0.03794 2.21638 0.23203  0.043
H4 1.31747 -1.19358 -0.21162  0.117
H5 0.92308 0.91243 2.06881  0.114
H6 -0.97951 -0.97445 -1.35415  -0.062
H7 -0.18423 -0.28984 1.66473  0.046

ORCA calculation (the ωB97M-V functional and the def2-TZVPD basis) on a cluster of 2 separate species, C3H7O2S in total in a non-equilibrium geometry.

Output
Max |F| ... 2.4 eV/Å
Relative energy (zero: lowest compared OMol25 entry of this formula, charge and spin) ... 85.0 kJ/mol
Total energy ... -667.2109 a.u.
LUMO level ... 3.4 eV
Total charge ... -1
HOMO energy ... -4.11 eV

Last column: Löwdin charge in e.
Atoms and positions in Å:
S1 1.89253 0.30570 -0.45015  0.640
O1 -1.50783 -0.83448 -1.65356  -0.122
O2 -2.43268 -1.04970 0.40396  -0.144
C1 -1.56339 -1.22237 -0.47889  -0.744
C2 0.62117 1.24376 1.93334  -0.161
C3 0.53185 1.18965 0.37891  -0.590
H1 0.29942 2.13034 -0.05557  0.051
H2 1.48089 0.65207 2.24788  0.041
H3 -0.26694 0.77965 2.33656  0.061
H4 1.38110 -0.90155 -0.18139  -0.166
H5 -0.28767 0.48959 0.25727  0.003
H6 -0.65438 -1.80700 -0.11289  0.081
H7 0.79670 2.25214 2.30206  0.050

ORCA calculation (the ωB97M-V functional and the def2-TZVPD basis) on a cluster of 2 separate species, C3H7O3 in total in a non-equilibrium geometry.

Output
Max |F| ... 1.5 eV/Å
Relative energy (zero: lowest compared OMol25 entry of this formula, charge and spin) ... 79.1 kJ/mol
Total energy ... -344.2801 a.u.
LUMO level ... 4.1 eV
Total charge ... -1
HOMO energy ... -4.71 eV

Last column: Löwdin charge in e.
Atoms and positions in Å:
O1 0.49423 0.26787 -1.42893  -0.175
O2 -0.96923 -0.97526 0.09560  -0.102
O3 -0.53460 -2.06517 1.99046  -0.105
C1 -0.20310 -1.61277 0.88060  -0.590
C2 0.09090 2.27976 -0.17025  -0.115
C3 0.98145 1.53899 -1.13953  -0.411
H1 0.40413 3.32559 -0.06832  0.058
H2 0.07783 1.79506 0.80663  0.070
H3 -0.12310 -0.16835 -0.65748  0.000
H4 2.00380 1.52108 -0.70674  0.091
H5 -0.92671 2.27231 -0.57541  0.074
H6 0.82619 -1.80681 0.50246  0.111
H7 1.10812 2.06895 -2.09892  0.093

ORCA calculation (the ωB97M-V functional and the def2-TZVPD basis) on a cluster of 2 separate species, C3H7O3 in total.

Output
Max |F| ... 0.9 eV/Å
Relative energy (zero: lowest compared OMol25 entry of this formula, charge and spin) ... 64.4 kJ/mol
Total energy ... -344.2857 a.u.
LUMO level ... 4.3 eV
Total charge ... -1
HOMO energy ... -4.44 eV

Last column: Löwdin charge in e.
Atoms and positions in Å:
O1 0.93461 2.05127 -0.07352  -0.175
O2 -0.16961 -0.11210 -1.04831  -0.087
O3 -0.86698 -1.12137 0.83474  -0.077
C1 -0.69028 -1.05752 -0.39741  -0.766
C2 -1.02530 -2.29917 -1.24081  -0.055
C3 1.11997 2.24957 1.31586  -0.206
H1 -1.70267 -2.98807 -0.73462  0.051
H2 0.77060 3.24226 1.64436  0.057
H3 0.46340 1.17375 -0.16195  0.018
H4 0.47377 1.57355 1.87400  0.067
H5 2.17659 2.11111 1.54691  0.058
H6 -1.41013 -2.00660 -2.21989  0.056
H7 -0.07397 -2.81669 -1.33935  0.057

ORCA calculation (the ωB97M-V functional and the def2-TZVPD basis) on a cluster of 2 separate species, C3H7O3 in total in a non-equilibrium geometry.

Output
Max |F| ... 1.9 eV/Å
Relative energy (zero: lowest compared OMol25 entry of this formula, charge and spin) ... 123.9 kJ/mol
Total energy ... -344.2630 a.u.
LUMO level ... 4.0 eV
Total charge ... -1
HOMO energy ... -3.92 eV

Last column: Löwdin charge in e.
Atoms and positions in Å:
O1 0.21898 -0.87589 0.01722  -0.123
O2 0.20449 2.00324 -0.56215  -0.137
O3 -1.99206 -0.84648 -0.36073  -0.095
C1 -1.11861 -2.65923 0.91967  -0.065
C2 -0.94130 -1.38948 0.03934  -0.778
C3 1.46467 2.67194 -0.62894  -0.181
H1 2.01677 2.48453 -1.55578  0.069
H2 1.98751 2.54199 0.32190  0.070
H3 0.29574 1.13002 -0.94924  0.037
H4 -1.94276 -3.24119 0.52432  0.046
H5 -1.19712 -2.30373 1.94676  0.053
H6 1.18923 3.72157 -0.74202  0.057
H7 -0.18553 -3.23730 1.02966  0.049

ORCA calculation (the ωB97M-V functional and the def2-TZVPD basis) on a cluster of 2 separate species, C3H7O3 in total in a non-equilibrium geometry.

Output
Max |F| ... 1.9 eV/Å
Relative energy (zero: lowest compared OMol25 entry of this formula, charge and spin) ... 77.5 kJ/mol
Total energy ... -344.2807 a.u.
LUMO level ... 4.1 eV
Total charge ... -1
HOMO energy ... -4.34 eV

Last column: Löwdin charge in e.
Atoms and positions in Å:
O1 -0.52316 -2.45635 1.78327  -0.093
O2 -0.42316 -0.24657 1.47214  -0.080
O3 -0.13910 2.23542 0.66200  -0.208
C1 0.57832 2.08836 -0.56853  -0.199
C2 -0.28561 -1.78170 -0.45143  -0.041
C3 -0.44357 -1.43791 1.06097  -0.737
H1 -1.07119 -2.47292 -0.80655  0.061
H2 -0.06854 1.43901 -1.17022  0.056
H3 0.63069 -2.37479 -0.58046  0.060
H4 1.47469 1.49901 -0.42601  0.060
H5 0.78608 3.10179 -0.94382  0.067
H6 -0.27177 1.26924 0.98979  0.025
H7 -0.24368 -0.86258 -1.02114  0.029

ORCA calculation (the ωB97M-V functional and the def2-TZVPD basis) on a cluster of 2 separate species, C3H7O3 in total in a non-equilibrium geometry.

Output
Max |F| ... 3.7 eV/Å
Relative energy (zero: lowest compared OMol25 entry of this formula, charge and spin) ... 209.1 kJ/mol
Total energy ... -344.2306 a.u.
LUMO level ... 3.7 eV
Total charge ... -1
HOMO energy ... -3.80 eV

Last column: Löwdin charge in e.
Atoms and positions in Å:
O1 0.42715 0.25690 2.08179  -0.121
O2 0.00941 0.88429 -1.91528  -0.180
O3 -0.33694 -1.77326 2.71227  -0.145
C1 -0.19021 -0.82260 1.86046  -0.776
C2 -1.06589 -0.80834 0.62378  -0.067
C3 1.12484 1.01932 -1.15066  -0.231
H1 -2.02851 -0.47848 1.02895  0.069
H2 1.49090 2.03469 -1.59964  0.093
H3 -1.13854 -1.73269 -0.03804  0.084
H4 -0.80842 0.07149 0.01259  0.018
H5 -0.35667 0.00286 -2.10658  0.084
H6 2.02125 0.42417 -1.52159  0.075
H7 0.85164 0.92164 0.01194  0.097

ORCA calculation (the ωB97M-V functional and the def2-TZVPD basis) on a structure of composition C3H7O3PS in a non-equilibrium geometry.

Output
Max |F| ... 6.1 eV/Å
Relative energy (zero: lowest compared OMol25 entry of this formula, charge and spin) ... 375.6 kJ/mol
Total energy ... -1083.7020 a.u.
LUMO level ... -0.9 eV
Total charge ... 0
HOMO energy ... -10.69 eV

Last column: Löwdin charge in e.
Atoms and positions in Å:
S1 3.75344 -0.04631 0.21601  0.520
P1 -0.40014 -0.00587 -0.16130  0.449
O1 -0.39922 -0.19702 -1.60612  -0.279
O2 -1.40196 1.00918 0.63388  -0.256
O3 -0.65681 -1.30793 0.64342  -0.240
C1 -1.09964 2.29319 0.08347  -0.154
C2 -0.20381 -2.57496 0.04360  -0.055
C3 2.78947 1.31975 0.08401  -0.434
H1 -0.01843 2.34945 -0.14535  0.050
H2 -1.22033 3.02648 0.94428  0.110
H3 0.82569 0.38849 0.23450  -0.037
H4 0.26945 -2.50504 -0.91328  0.077
H5 -1.75980 2.48918 -0.80556  0.108
H6 -1.01947 -3.21712 0.09486  0.069
H7 0.54156 -3.02149 0.65356  0.072

ORCA calculation (the ωB97M-V functional and the def2-TZVPD basis) on a structure of composition C3H7O3Pt in a non-equilibrium geometry.

Output
Max |F| ... 6.3 eV/Å
Relative energy (zero: lowest compared OMol25 entry of this formula, charge and spin) ... 160.7 kJ/mol
Total energy ... -463.2243 a.u.
Multiplicity ... 4
Expectation value of S² ... 3.7669
LUMO level (spin up / spin down) ... 0.5 / -1.3 eV
Total charge ... 0
HOMO energy (spin up / spin down) ... -7.64 / -9.06 eV

Last column: Löwdin charge in e.
Atoms and positions in Å:
Pt1 -0.93602 0.70752 -1.44262  1.260
O1 -0.54414 -0.81727 -0.18579  -0.424
O2 -2.52872 1.27980 -1.93997  -0.573
O3 0.46464 1.54894 -0.54423  -0.436
C1 0.85667 -0.68474 0.05624  -0.220
C2 -1.38130 -0.48222 0.93247  -0.107
C3 1.48508 0.57391 -0.54574  -0.357
H1 -0.94644 0.73175 1.23443  0.200
H2 -0.88796 -0.86690 1.83976  0.065
H3 2.05617 0.31706 -1.45741  0.109
H4 -2.29113 -1.09989 0.89634  0.110
H5 0.95688 -0.46346 1.13478  0.116
H6 2.29896 0.88103 0.13721  0.121
H7 1.39732 -1.62552 -0.11547  0.137

ORCA calculation (the ωB97M-V functional and the def2-TZVPD basis) on a cluster of 2 separate species, C3H7O4 in total in a non-equilibrium geometry.

Output
Max |F| ... 4.0 eV/Å
Relative energy (zero: lowest compared OMol25 entry of this formula, charge and spin) ... 115.8 kJ/mol
Total energy ... -419.5030 a.u.
LUMO level ... 4.0 eV
Total charge ... -1
HOMO energy ... -3.96 eV

Last column: Löwdin charge in e.
Atoms and positions in Å:
O1 -0.27252 -1.12465 -1.25174  -0.112
O2 0.23064 -2.04759 1.85160  -0.120
O3 -1.81537 0.51197 0.59482  -0.080
O4 -0.08947 1.44131 1.67289  -0.082
C1 0.69365 -0.08251 -1.34873  -0.304
C2 0.12636 1.22425 -0.83504  -0.117
C3 -0.73784 1.10666 0.67998  -0.726
H1 1.64319 -0.45769 -0.84549  0.119
H2 -0.70917 -1.04085 -0.42201  0.013
H3 0.77194 2.06552 -0.55138  0.068
H4 0.86905 -1.45928 2.38369  0.076
H5 0.73043 -0.05220 -2.47792  0.107
H6 -0.73623 1.69036 -1.47145  0.111
H7 -0.70466 -1.77530 2.02077  0.047

Repeat the eleventh record exactly.
ORCA calculation (the ωB97M-V functional and the def2-TZVPD basis) on a structure of composition C3H7O3Pt in a non-equilibrium geometry.

Output
Max |F| ... 6.3 eV/Å
Relative energy (zero: lowest compared OMol25 entry of this formula, charge and spin) ... 160.7 kJ/mol
Total energy ... -463.2243 a.u.
Multiplicity ... 4
Expectation value of S² ... 3.7669
LUMO level (spin up / spin down) ... 0.5 / -1.3 eV
Total charge ... 0
HOMO energy (spin up / spin down) ... -7.64 / -9.06 eV

Last column: Löwdin charge in e.
Atoms and positions in Å:
Pt1 -0.93602 0.70752 -1.44262  1.260
O1 -0.54414 -0.81727 -0.18579  -0.424
O2 -2.52872 1.27980 -1.93997  -0.573
O3 0.46464 1.54894 -0.54423  -0.436
C1 0.85667 -0.68474 0.05624  -0.220
C2 -1.38130 -0.48222 0.93247  -0.107
C3 1.48508 0.57391 -0.54574  -0.357
H1 -0.94644 0.73175 1.23443  0.200
H2 -0.88796 -0.86690 1.83976  0.065
H3 2.05617 0.31706 -1.45741  0.109
H4 -2.29113 -1.09989 0.89634  0.110
H5 0.95688 -0.46346 1.13478  0.116
H6 2.29896 0.88103 0.13721  0.121
H7 1.39732 -1.62552 -0.11547  0.137